Run w
Density functional theory data (wB97M-V/def2-TZVPD) for one molecule with the formula C5H7F3.

Computed properties:
molecular weight: 124.10 g mol⁻¹
orbital gap (spin up / spin down): 9.3504 / 7.5429 eV

```
15
C5H7F3 | OMol25 | wB97M-V/def2-TZVPD
F -2.576 -0.635 -0.509
F -0.596 -2.904 -0.836
F -0.584 -3.025 1.316
C -0.086 0.367 -1.378
C -1.283 -2.643 0.308
C 0.711 0.106 1.032
C -1.609 -1.041 0.318
C -0.394 -0.106 0.015
H -0.810 1.268 -1.542
H 1.599 -0.597 0.939
H 0.935 0.758 -1.484
H 1.108 1.036 0.816
H -1.955 -1.172 1.351
H 0.453 0.188 2.087
H -0.339 -0.416 -2.116
```

=====

Run x
Density functional theory data (wB97M-V/def2-TZVPD) for one molecule with the formula C5H7F3.

Computed properties:
molecular weight: 124.10 g mol⁻¹
orbital gap: 11.0059 eV

```
15
C5H7F3 | OMol25 | wB97M-V/def2-TZVPD
F 1.552 -1.648 -0.504
F 2.305 1.180 0.871
F -0.976 -1.214 1.239
C 0.259 0.342 -0.080
C -2.301 0.022 -0.195
C -1.104 -0.215 0.324
C 1.049 0.600 1.119
C 0.961 -0.556 -1.076
H -0.015 1.250 -0.634
H -2.401 0.785 -0.999
H 1.739 0.040 -1.599
H 0.502 1.248 1.837
H 1.324 -0.431 1.480
H -3.175 -0.590 0.111
H 0.280 -0.812 -1.895
```

=====

Run y
Density functional theory data (wB97M-V/def2-TZVPD) for one molecule with the formula C5H7F3.

Computed properties:
molecular weight: 124.10 g mol⁻¹
orbital gap: 12.2953 eV

```
15
C5H7F3 | OMol25 | wB97M-V/def2-TZVPD
F -1.462 0.435 1.012
F -0.898 2.590 -0.171
F -2.196 -0.392 -0.834
C 0.529 -1.526 0.942
C 0.213 -0.562 -0.251
C 0.914 0.793 -0.246
C -0.484 1.420 -0.761
C -1.109 0.186 -0.230
H 1.087 1.183 0.773
H 1.599 -1.515 1.224
H -0.528 1.499 -1.862
H -0.050 -1.228 1.822
H 0.235 -1.086 -1.201
H 0.299 -2.574 0.624
H 1.851 0.776 -0.842
```

=====

Going by the energies, run y is most stable and the next is 10.0 kcal/mol up.

=====

Run w
Density functional theory data (wB97M-V/def2-TZVPD) for a 2-piece molecular cluster, C2H6O3S2 overall.

Computed properties:
molecular weight: 142.20 g mol⁻¹
orbital gap (spin up / spin down): 7.2423 / 7.4894 eV

```
13
C2H6O3S2 | OMol25 | wB97M-V/def2-TZVPD
S -0.803 1.577 2.431
S -1.239 -0.083 0.924
O 0.794 1.459 2.221
O -0.643 -1.239 1.519
O -2.621 -0.179 0.593
C 0.791 -0.831 -1.414
C 0.058 0.434 -1.273
H 0.914 -1.205 -2.400
H 1.088 0.586 2.369
H 0.622 1.356 -1.274
H -0.861 0.502 -1.975
H 0.203 -1.615 -0.938
H 1.697 -0.761 -0.783
```

=====

Run x
Density functional theory data (wB97M-V/def2-TZVPD) for one molecule with the formula C2H6O3S2.

Computed properties:
molecular weight: 142.20 g mol⁻¹
orbital gap: 9.2226 eV

```
13
C2H6O3S2 | OMol25 | wB97M-V/def2-TZVPD
S 0.064 -1.377 -0.533
S -0.821 0.390 0.651
O -0.600 1.589 -0.112
O -2.145 -0.012 1.009
O 1.505 -1.367 -0.209
C 0.022 -0.641 -2.213
C 0.391 0.664 2.105
H 0.923 1.614 1.912
H -1.058 -0.293 -2.422
H -0.181 0.943 3.052
H 0.215 -1.507 -2.968
H 0.669 0.169 -2.245
H 1.015 -0.172 1.972
```

=====

Going by the energies, run x is most stable and the next is 28.5 kcal/mol up.

=====

Run w
Density functional theory data (wB97M-V/def2-TZVPD) for one molecule with the formula C4H10NO3.

Computed properties:
multiplicity: 2
molecular weight: 120.13 g mol⁻¹
orbital gap (spin up / spin down): 4.5882 / 9.0309 eV

```
18
C4H10NO3 | OMol25 | wB97M-V/def2-TZVPD
O -1.846 -0.350 -0.934
O 1.581 0.163 2.044
O 2.221 0.831 -0.090
N -0.093 1.669 -0.838
C -0.586 -0.656 -0.335
C -0.077 0.610 0.320
C 1.239 0.622 0.940
C -0.579 -1.823 0.622
H -2.314 -1.156 -1.188
H 0.845 1.687 -1.226
H -0.763 1.463 -1.580
H -0.892 -2.718 0.065
H 0.423 -1.999 0.987
H -1.257 -1.725 1.472
H -0.819 0.893 1.067
H 3.113 0.848 0.283
H 0.110 -0.946 -1.131
H -0.305 2.587 -0.477
```

=====

Run x
Density functional theory data (wB97M-V/def2-TZVPD) for a 2-piece molecular cluster, C4H10NO3 overall.

Computed properties:
multiplicity: 2
molecular weight: 120.13 g mol⁻¹
orbital gap (spin up / spin down): 11.2739 / 7.5484 eV

```
18
C4H10NO3 | OMol25 | wB97M-V/def2-TZVPD
O -0.907 2.666 0.812
O 1.763 -2.349 -2.587
O -0.250 -0.937 -1.523
N -0.949 -1.027 0.727
C -1.247 1.359 0.371
C -0.433 0.272 1.143
C -0.685 -1.476 -0.476
C 1.058 0.585 0.956
H -1.096 -2.524 -0.622
H -1.050 1.349 -0.717
H 1.297 1.262 1.747
H 1.430 0.830 -0.031
H 1.605 -0.334 1.107
H -1.031 3.243 0.055
H 2.440 -2.236 -1.906
H -2.285 1.136 0.725
H 0.968 -2.208 -2.036
H -0.631 0.389 2.255
```

=====

Going by the energies, run w is most stable and the next is 6.1 kcal/mol up.

=====

Run w
Density functional theory data (wB97M-V/def2-TZVPD) for C3H11N5 as an isolated structure.

Computed properties:
molecular weight: 117.16 g mol⁻¹
orbital gap: 8.1479 eV

```
19
C3H11N5 | OMol25 | wB97M-V/def2-TZVPD
N 1.298 0.875 -1.155
N -0.694 -2.593 -0.483
N -0.145 -1.329 -0.778
N 2.277 0.533 0.954
N 0.686 -0.980 0.216
C -0.955 1.151 0.936
C -1.799 0.665 -0.053
C 1.301 0.164 0.037
H 0.903 0.339 -1.918
H -0.924 0.706 1.919
H -0.377 2.050 0.783
H -1.091 -0.398 -0.633
H -1.119 -2.603 0.445
H -2.665 0.086 0.264
H -2.023 1.316 -0.894
H -1.387 -2.806 -1.190
H 2.188 1.293 -1.385
H 2.329 1.527 1.127
H 2.199 0.002 1.810
```

=====

Run x
Density functional theory data (wB97M-V/def2-TZVPD) for a 2-piece molecular cluster, C3H11N5 overall.

Computed properties:
molecular weight: 117.16 g mol⁻¹
orbital gap: 9.6578 eV

```
19
C3H11N5 | OMol25 | wB97M-V/def2-TZVPD
N 0.807 0.892 -3.394
N -0.973 0.679 2.893
N 1.438 0.722 -1.152
N -0.443 -1.493 2.058
N 0.504 -1.166 -2.331
C -1.530 0.982 1.574
C 0.911 0.157 -2.200
C -0.489 -0.505 3.045
H -0.048 0.779 -3.908
H -0.727 1.086 0.835
H 1.000 1.874 -3.223
H 1.568 0.006 -0.407
H 0.190 -1.598 -1.441
H -0.356 -1.078 1.150
H 0.218 -2.209 2.189
H -0.085 -0.809 4.023
H -2.091 1.920 1.640
H -0.109 -1.395 -3.111
H -2.253 0.185 1.223
```

=====

Going by the energies, run x is most stable and the next is 77.5 kcal/mol up.

=====

Run w
Density functional theory data (wB97M-V/def2-TZVPD) for one molecule with the formula C4H7P.

Computed properties:
molecular weight: 86.07 g mol⁻¹
orbital gap: 9.6766 eV

```
12
C4H7P | OMol25 | wB97M-V/def2-TZVPD
P -0.762 -0.921 0.134
C -0.626 0.169 1.686
C 0.409 1.002 1.815
C -0.220 -0.208 -1.462
C 0.888 -0.683 -1.992
H 1.165 1.276 1.073
H -2.083 -0.657 0.082
H -1.148 -0.091 2.567
H 1.212 -0.341 -2.970
H -0.749 0.615 -2.056
H 1.313 -1.573 -1.606
H 0.601 1.411 2.729
```

=====

Run x
Density functional theory data (wB97M-V/def2-TZVPD) for a 2-piece molecular cluster, C4H7P overall.

Computed properties:
molecular weight: 86.07 g mol⁻¹
orbital gap: 9.0810 eV

```
12
C4H7P | OMol25 | wB97M-V/def2-TZVPD
P 0.088 0.290 -2.291
C 0.641 -0.971 0.296
C 0.045 0.113 0.648
C -0.331 -0.319 -0.643
C -0.261 1.059 1.777
H -0.998 0.727 2.640
H 1.531 -0.040 -2.423
H 1.367 -1.840 0.137
H 0.624 1.332 2.364
H -0.698 1.915 1.228
H -1.526 -1.375 -0.812
H -0.482 -0.891 -2.923
```

=====

Going by the energies, run w is most stable and the next is 69.9 kcal/mol up.

=====

Run w
Density functional theory data (wB97M-V/def2-TZVPD) for a 2-piece molecular cluster, CHF3O overall.

Computed properties:
molecular weight: 86.01 g mol⁻¹
orbital gap: 11.2182 eV

```
6
CHF3O | OMol25 | wB97M-V/def2-TZVPD
F 1.724 -0.254 0.092
F -0.518 -1.131 -0.487
F -0.101 0.623 -1.481
O -0.580 0.679 0.714
C -0.198 0.096 -0.365
H -0.326 -0.014 1.526
```

=====

Run x
Density functional theory data (wB97M-V/def2-TZVPD) for a 2-piece molecular cluster, CHF3O overall.

Computed properties:
molecular weight: 86.01 g mol⁻¹
orbital gap: 12.8950 eV

```
6
CHF3O | OMol25 | wB97M-V/def2-TZVPD
F 0.321 0.573 0.666
F -1.732 -0.390 0.170
F 1.766 0.905 -0.830
O 0.960 -1.087 -0.631
C 0.925 0.036 -0.354
H -2.240 -0.037 0.979
```

=====

Going by the energies, run x is most stable and the next is 41.1 kcal/mol up.